1.
Formula: C38H42N3O4PSSbW
Source: the Open Molecules 2025 dataset
Level of theory: the ωB97M-V functional and the def2-TZVPD basis

Results
- frontier orbital gap (spin up / spin down) (eV) = 6.87 / 6.12
- relative energy (zero: lowest compared OMol25 entry of this formula, charge and spin) (kJ/mol) = 34.0
- spin multiplicity = 3
- total charge = +3
- highest occupied orbital energy (spin up / spin down) (Ha) = -0.5948 / -0.5943

The geometry in XYZ format:
```
91
Properties=species:S:1:pos:R:3:forces:R:3:lowdin_charge:R:1
W 0.1138 0.0116 -0.7795 0.105 -0.593 -0.439 1.1756
Sb 0.1687 1.4772 1.6426 0.119 0.152 0.300 1.5606
S 0.3790 -1.3861 -2.8113 -0.068 -0.078 0.105 0.7306
P 0.3871 2.0083 -2.3089 -0.069 -0.044 -0.104 0.7954
O 2.2520 0.1274 -0.7319 -0.161 -0.047 -0.026 -0.1406
O -1.4718 -1.0047 -0.1764 0.137 0.041 -0.100 -0.2545
O 4.2166 -0.7236 -0.0720 -0.484 -0.238 0.072 0.2406
O -2.3461 -2.8771 0.7102 0.275 0.131 -0.097 0.1715
N 0.2257 -3.9868 -2.2086 0.109 -0.086 -0.136 -0.1663
N 0.8780 -1.6168 0.3943 -0.169 0.075 0.036 0.0082
N -1.7908 -3.0044 -2.8141 -0.527 -0.018 -0.008 -0.1353
C 4.4317 2.4323 1.7180 0.009 0.020 -0.001 -0.0537
C -0.3115 -5.1846 -1.5461 -0.001 0.059 0.216 -0.0249
C 0.4148 -3.5883 1.6172 0.051 -0.040 0.126 0.0778
C 3.0589 2.4691 1.5068 0.035 -0.034 0.065 -0.1325
C 1.6541 -4.0609 -2.5638 0.037 0.024 0.045 -0.0434
C -1.6871 1.5631 -4.1791 -0.117 -0.024 -0.064 -0.0588
C -1.4125 -2.1629 0.4907 -0.412 -0.161 0.112 -0.5423
C 0.3690 4.3048 2.7026 -0.090 0.093 -0.046 -0.1131
C -1.9886 -0.9472 5.2888 -0.013 0.005 -0.041 -0.0409
C -1.3054 1.7292 -2.8490 0.018 0.093 0.312 -0.4113
C -2.5747 -0.9074 4.0306 0.005 0.007 0.008 -0.0502
C -0.4112 3.4885 1.8895 0.125 -0.243 -0.046 -0.3868
C -2.6527 -1.8336 -2.9829 -0.044 0.064 0.025 -0.0450
C 1.7777 -3.7816 1.8063 -0.066 -0.080 0.025 0.0453
C 0.5960 3.6935 -1.7068 0.022 0.027 0.050 -0.1876
C -0.7200 0.3924 3.2210 0.072 0.098 -0.139 -0.3680
C -1.5840 3.9636 1.3114 -0.041 0.053 0.029 -0.1515
C -0.5083 -2.9263 -2.5625 0.508 0.165 -0.043 -0.6007
C 4.9924 1.4297 2.5047 -0.045 0.013 -0.006 -0.0499
C -1.1911 6.1034 2.3400 0.036 -0.078 -0.003 -0.0356
C 2.2428 1.4981 2.0841 -0.213 -0.169 0.038 -0.3846
C -0.7812 -0.3009 5.5194 0.031 0.015 0.000 -0.0463
C 4.1811 0.4590 3.0748 -0.049 -0.009 -0.012 -0.0552
C -2.2516 1.5851 -1.8205 0.189 0.079 0.006 -0.1576
C 2.8059 0.4825 2.8577 0.107 0.084 -0.048 -0.1396
C -1.9443 -0.2328 2.9929 -0.009 -0.016 0.063 -0.1434
C -2.4920 -4.2739 -3.0905 -0.072 0.025 -0.090 0.0121
C -0.0279 5.6173 2.9237 -0.033 0.018 -0.014 -0.0416
C -3.0173 1.3146 -4.4732 0.011 0.019 0.055 -0.0254
C 1.5083 1.8241 -3.7090 0.010 -0.004 0.027 -0.2180
C -3.5801 1.3088 -2.1247 -0.090 -0.025 -0.010 -0.0453
C 2.6887 -2.8874 1.2509 0.173 0.083 0.030 0.0756
C -0.1418 0.3745 4.4891 -0.075 -0.010 -0.022 -0.1194
C 2.9224 -0.7302 -0.1256 0.516 0.363 -0.013 -0.4198
C 2.1884 -1.8086 0.5546 0.131 -0.004 0.015 -0.1786
C -3.9618 1.1925 -3.4505 0.060 0.023 -0.018 -0.0333
C 0.0006 -2.4854 0.8944 -0.048 0.086 -0.180 -0.1470
C -1.9694 5.2768 1.5388 -0.043 0.012 -0.009 -0.0529
H -2.8849 5.6495 1.0996 -0.004 0.028 0.006 0.1195
H 4.6141 -0.3063 3.7054 0.014 -0.011 0.009 0.1214
H 1.8176 -3.7761 -3.6007 -0.022 0.029 0.025 0.0953
H -3.3120 -4.0464 -3.7660 0.014 0.031 -0.023 0.1084
H -2.4323 -0.1704 2.0271 0.005 -0.033 -0.003 0.0888
H -3.0515 -1.8364 -3.9967 -0.004 -0.026 -0.002 0.1143
H -0.5140 -6.0009 -2.2362 0.013 0.011 -0.030 0.1079
H 3.7573 -3.0155 1.3611 0.000 -0.008 0.013 0.1509
H 4.6116 0.0610 -0.4915 -0.030 0.073 -0.033 0.1796
H -1.2110 -4.9391 -0.9852 0.070 -0.011 -0.025 0.0860
H 2.6260 3.2782 0.9279 0.026 0.000 -0.012 0.0975
H -3.3298 1.2277 -5.5052 -0.005 0.004 -0.011 0.1301
H -0.0498 3.8929 -0.8509 0.031 -0.019 -0.012 0.0298
H -4.9996 1.0158 -3.6998 -0.010 -0.002 0.002 0.1301
H -0.3244 -4.2685 2.0194 -0.027 0.004 -0.012 0.1529
H -3.4767 -1.8975 -2.2714 0.023 0.000 0.000 0.1192
H 1.3747 0.8599 -4.1973 0.007 0.001 0.017 0.0275
H 0.5701 6.2559 3.5593 -0.003 0.019 0.003 0.1222
H -0.3412 -0.3099 6.5075 -0.002 -0.002 0.009 0.1215
H -1.4992 7.1244 2.5178 0.005 0.010 0.004 0.1233
H 1.3401 2.6246 -4.4308 -0.004 0.020 0.015 0.0770
H 1.2720 3.9336 3.1698 0.021 -0.006 0.013 0.1002
H -3.5288 -1.3874 3.8586 -0.007 -0.005 0.003 0.1208
H -1.9721 1.7845 -0.7835 -0.033 0.021 -0.086 0.0544
H 0.3657 4.4015 -2.5041 0.014 -0.028 -0.031 0.0802
H 2.1332 -4.6317 2.3735 0.004 -0.004 0.002 0.1423
H 2.5308 1.9022 -3.3368 0.000 -0.009 -0.045 0.0641
H -2.2196 3.3246 0.7056 0.037 0.036 0.041 0.0839
H 1.9695 -5.0935 -2.4431 -0.007 -0.013 -0.004 0.1046
H -4.3124 1.2185 -1.3337 -0.004 -0.004 0.007 0.1297
H 0.4464 -5.5263 -0.8429 0.004 0.020 0.035 0.0977
H 1.6405 3.8159 -1.4131 -0.028 0.060 0.039 0.0604
H -0.9652 1.6568 -4.9792 0.002 -0.008 -0.015 0.1177
H 0.7846 0.8981 4.6873 0.002 0.009 0.032 0.1003
H -2.1009 -0.9151 -2.8239 -0.046 -0.121 0.014 0.0074
H -1.8290 -4.9719 -3.5938 -0.008 0.031 0.065 0.1053
H 6.0581 1.4199 2.6898 0.010 0.008 -0.004 0.1236
H 5.0617 3.2048 1.2964 0.012 0.002 -0.002 0.1209
H -2.9128 -4.7101 -2.1862 0.009 0.006 -0.056 0.1072
H 2.2679 -3.4262 -1.9229 -0.050 -0.038 0.011 0.0683
H 2.1785 -0.2698 3.3232 0.025 0.002 -0.014 0.0936
H -2.4839 -1.4666 6.0978 -0.005 -0.004 0.007 0.1221
```
Positions in Å, forces in eV/Å.



2.
Formula: C38H43BClN6O17P2S
Source: the Open Molecules 2025 dataset
Level of theory: the ωB97M-V functional and the def2-TZVPD basis

Results
- frontier orbital gap (eV) = 5.82
- total charge = -1
- highest occupied orbital energy (Ha) = -0.1779

The geometry in XYZ format:
```
109
Properties=species:S:1:pos:R:3:forces:R:3:lowdin_charge:R:1
Cl -0.3148 -3.7432 -2.9423 0.058 -0.081 -0.066 0.5503
S 2.4949 -0.0991 -1.1084 -0.167 -0.075 -0.244 0.0049
P -1.0840 -1.2162 -0.3816 -0.549 0.402 -0.401 0.5551
P 1.0771 -0.4574 0.2264 0.389 -0.099 -0.764 0.3036
O -3.6798 -2.2623 -4.5487 -0.484 0.330 0.086 0.1083
O -4.8877 0.7416 2.7063 -0.015 0.029 -0.034 0.0914
O -0.8401 -3.4531 1.9780 0.148 0.244 -0.848 -0.0323
O -0.8926 3.0376 -2.8309 0.028 -0.002 -0.038 0.0123
O -2.2462 0.8482 7.2833 0.095 -0.004 -0.167 0.0628
O -1.7720 2.8416 7.9194 -0.029 0.058 0.028 0.0675
O 4.5509 -0.3600 1.2033 0.168 0.217 0.205 0.0127
O 4.9842 -0.5516 -6.7034 0.008 0.018 0.011 0.0730
O 4.5509 -1.4441 -8.6094 0.004 -0.009 -0.014 0.0565
O -1.3016 1.2281 -1.8555 -0.154 0.041 -0.104 -0.1315
O 1.7406 9.0918 -6.5773 0.010 0.009 -0.013 0.0638
O -0.5317 -1.2076 -2.0535 0.353 -0.017 0.054 -0.3492
O 0.0969 9.3502 -5.2171 -0.019 0.012 0.004 0.0662
O -3.3166 -0.3778 3.6582 -0.059 0.126 0.146 0.0596
O -2.6418 -1.6831 -0.9733 0.118 0.108 0.050 -0.2725
O 1.0909 -4.0244 2.9483 0.279 0.215 0.196 0.1021
O 4.2417 -0.3742 3.3383 0.002 0.059 0.039 0.0492
N -4.4292 0.1074 3.6329 -0.017 -0.017 0.097 -0.3263
N -1.6194 1.8870 7.1836 -0.012 -0.036 0.060 -0.3472
N 4.6553 -0.8598 2.2977 -0.103 -0.216 -0.039 -0.3482
N -1.0231 2.5479 -1.7628 0.028 0.005 0.086 -0.0598
N 1.0262 8.7113 -5.6700 -0.002 -0.028 -0.002 -0.3568
N 4.2338 -1.0966 -7.4863 -0.015 0.014 -0.008 -0.3567
C 2.6490 5.4297 -4.9900 -0.013 -0.004 0.024 -0.0629
C -4.3822 -0.2956 -3.0636 -0.051 0.111 -0.247 0.0182
C 2.3813 6.6642 -5.5600 0.054 -0.054 -0.015 -0.0114
C 6.0607 -4.0369 3.6553 0.022 -0.007 -0.036 -0.0717
C -0.4082 0.9464 5.2481 0.019 -0.047 -0.036 0.0073
C 5.3149 -2.1794 2.3741 -0.012 0.026 -0.009 -0.1412
C 6.4143 -3.9759 1.2729 0.000 -0.006 0.034 -0.0680
C -0.6021 2.0017 6.1207 -0.049 -0.007 0.038 -0.1474
C 2.8496 -1.3553 -7.0516 0.025 -0.005 0.004 -0.1527
C 1.8500 4.9460 -3.9621 -0.004 -0.005 0.003 -0.0553
C 6.5529 -4.6205 2.4951 -0.015 0.029 0.004 -0.0813
C -5.2792 -0.0907 4.8226 0.069 -0.016 -0.026 -0.1392
C 2.4569 -0.9504 -5.7883 -0.017 0.021 0.048 0.0141
C -6.8357 -0.4580 7.0433 0.012 0.008 -0.012 -0.0751
C 1.1561 -1.2107 -5.3868 -0.080 0.007 0.036 -0.0414
C -1.5815 0.6513 -0.5651 0.000 -0.232 0.232 -0.2568
C -0.9498 -2.0769 2.4013 -0.400 -0.112 0.856 -0.2291
C 1.3282 2.2318 4.1820 -0.004 -0.007 -0.012 -0.0534
C -7.3426 0.2355 5.9513 0.009 -0.013 0.023 -0.0710
C 1.1067 3.2796 5.0658 -0.007 -0.008 0.002 -0.0646
C -1.6330 -1.1551 1.4102 0.383 -0.047 -0.329 -0.2854
C 1.9953 -2.0033 -7.9257 -0.069 -0.045 -0.046 -0.0160
C -5.5422 -0.9609 7.0178 -0.058 0.002 -0.041 -0.0598
C -1.1766 -2.0891 -2.8189 -0.142 0.508 -0.010 -0.6901
C 0.7732 5.6925 -3.5009 0.051 0.034 0.012 -0.0615
C 5.7878 -2.7414 1.2032 0.028 -0.051 -0.066 0.0045
C -6.5596 0.4291 4.8250 -0.083 0.018 0.013 -0.0042
C 0.4933 6.9286 -4.0606 -0.010 -0.037 0.057 -0.0009
C 0.5700 1.0732 4.2733 -0.028 0.015 0.027 -0.0496
C -2.6166 -2.2618 -2.2581 0.078 -0.350 0.320 -0.2875
C 0.8858 -4.4763 0.6215 -0.150 -0.398 0.004 0.0029
C 1.3076 7.3911 -5.0790 0.001 0.027 -0.014 -0.1560
C 5.4330 -2.8024 3.6011 0.020 -0.035 0.074 -0.0035
C 0.2813 -1.8664 -6.2448 0.051 0.045 0.031 -0.0626
C 0.4182 -3.9690 1.9557 -0.204 -0.081 0.084 -0.5512
C 0.1342 3.1713 6.0461 0.061 0.073 -0.014 -0.0101
C 0.6992 -2.2591 -7.5100 0.003 0.016 0.030 -0.0676
C -4.7503 -0.7829 5.8943 -0.025 -0.035 0.140 -0.0053
B -3.5935 -1.6165 -3.3105 -0.044 -0.077 -0.030 -0.4421
H 0.7469 0.2632 3.5834 0.026 -0.089 -0.065 0.0860
H -1.5389 -2.0889 3.3209 0.012 0.019 0.041 0.1060
H -4.8038 -0.2640 -2.0583 0.090 -0.001 0.081 0.0695
H 1.6125 -1.2988 1.2350 -0.138 0.115 0.199 -0.0772
H 2.9888 7.0587 -6.3601 -0.020 0.042 -0.001 0.1147
H -2.7114 -1.2869 1.4419 -0.034 -0.060 -0.104 0.0793
H -4.1440 -3.1008 -4.5150 0.384 -0.280 -0.050 0.1008
H 0.0360 -1.7198 2.6876 0.177 -0.043 -0.102 0.0746
H 5.0389 -2.3287 4.4873 -0.027 0.032 -0.027 0.1171
H -6.9272 0.9695 3.9658 0.040 -0.012 -0.026 0.1181
H -0.0520 3.9735 6.7437 -0.028 -0.030 0.020 0.1150
H 6.1634 -4.5434 4.6053 -0.009 -0.006 0.002 0.1036
H 0.1148 -4.4701 -0.1411 -0.039 0.073 0.027 0.0361
H 0.8468 0.7435 0.9316 -0.070 -0.148 0.446 -0.0699
H -2.6617 0.6784 -0.4143 -0.031 0.009 -0.007 0.0920
H -0.3391 7.5243 -3.7181 0.012 0.039 -0.024 0.1166
H -3.7180 0.5708 -3.1551 0.079 -0.021 0.090 0.0726
H 3.1497 -0.4461 -5.1315 0.029 -0.021 -0.006 0.1211
H -0.6722 -2.5676 -0.3483 0.274 0.051 0.323 0.0243
H -2.8144 -3.3365 -2.1557 -0.024 -0.056 -0.180 0.1255
H 6.7923 -4.4338 0.3690 -0.005 -0.007 -0.005 0.1057
H 0.1530 5.3011 -2.7086 -0.036 -0.010 -0.025 0.0920
H 2.0937 2.3123 3.4207 -0.008 -0.028 0.004 0.1128
H 7.0442 -5.5836 2.5435 -0.007 -0.009 -0.001 0.1017
H -3.7416 -1.1624 5.8544 0.023 0.030 -0.038 0.1150
H -8.3496 0.6294 5.9766 -0.004 0.003 0.002 0.1045
H 1.2655 -5.4890 0.7494 0.090 -0.019 0.035 0.0862
H 2.3424 -2.2990 -8.9039 0.047 0.009 0.009 0.1125
H 1.7187 -3.8558 0.2908 -0.010 0.091 -0.030 0.0905
H 2.0610 3.9824 -3.5170 -0.017 -0.016 -0.012 0.1134
H 0.0148 -2.7693 -8.1745 -0.005 0.000 -0.003 0.1037
H -0.7315 -2.0756 -5.9236 -0.002 -0.020 -0.023 0.0973
H 1.6960 4.1837 4.9945 -0.004 0.008 -0.001 0.1064
H -1.0043 0.0497 5.3284 -0.040 0.008 0.021 0.1108
H -1.1188 1.2769 0.1974 0.085 0.045 -0.056 0.0527
H -1.4286 -0.1432 1.7704 -0.162 0.003 0.162 0.0655
H 0.8348 -0.9031 -4.3986 0.068 -0.008 0.031 0.1007
H 3.4846 4.8444 -5.3490 -0.001 -0.007 -0.003 0.1076
H -5.1452 -1.4918 7.8718 0.008 0.005 0.006 0.1097
H -7.4524 -0.6037 7.9206 0.001 0.007 0.007 0.1038
H -5.1766 -0.1731 -3.8010 -0.039 0.047 0.000 0.0592
H 5.6586 -2.2216 0.2650 -0.041 0.030 0.016 0.1228
H -1.1356 -1.7249 -3.8417 -0.129 -0.343 -0.204 0.0697
```
Positions in Å, forces in eV/Å.



| no. | energy (eV) |
| --- | --- |
| 1 | -81212.70637 |
| 2 | -126450.09962 |